Entry 1:
C2H5NOS2 | ωB97M-V with the def2-TZVPD basis set

Atoms and positions in Å:
C (1.3898, -0.2015, 0.1968)
N (0.1808, 0.4660, 0.3699)
O (0.1457, 1.8526, 0.5801)
C (-0.8994, -0.1333, -0.0123)
S (-2.3024, 0.6069, -0.3143)
S (-0.7282, -1.9130, -0.3855)
H (1.6536, -0.2595, -0.9793)
H (1.0853, -1.1756, 0.5627)
H (2.2551, 0.3245, 0.6669)
H (-0.7998, 2.1336, 0.2666)
H (-1.9806, -1.7008, -0.9516)

Output
LUMO ... 0.60 eV
Orbital gap ... 9.50 eV



Entry 2:
C6H6IP | ωB97M-V with the def2-TZVPD basis set

Atoms and positions in Å:
C (-0.9866, -1.4684, -0.3078)
C (0.2483, -0.8307, -0.0960)
C (-2.1413, -0.7084, -0.5219)
C (-2.2675, 0.6919, -0.3745)
C (0.2504, 0.5286, 0.0416)
C (2.7449, 1.2940, 0.6295)
P (-0.9270, 1.7604, -0.1236)
I (3.7779, -0.4695, 0.9565)
H (-0.9122, -2.5912, -0.4094)
H (1.0650, -1.5337, 0.0279)
H (-2.9307, -1.3606, -0.6404)
H (-3.1984, 1.0493, -0.4939)
H (2.3636, 1.7383, 1.5264)
H (2.9135, 1.9000, -0.2144)

Output
LUMO (alpha / beta) ... -0.11 / -0.12 eV
Orbital gap (alpha / beta) ... 8.43 / 8.20 eV



Entry 3:
C18H16N5O10 | ωB97M-V with the def2-TZVPD basis set

Atoms and positions in Å:
C (5.6275, 3.0983, 1.2200)
C (4.1318, 3.2407, 1.0182)
O (3.3896, 2.3736, 1.8311)
C (2.0478, 2.5746, 1.6421)
C (1.0898, 1.7515, 2.3809)
C (1.5653, 0.5782, 3.1022)
O (0.7936, -0.1561, 3.7013)
O (2.9077, 0.3226, 3.0923)
C (3.2235, -0.7183, 3.9774)
C (4.6925, -0.6921, 4.3393)
C (-0.2914, 2.1243, 2.4511)
C (-1.2331, 1.3582, 3.1667)
C (-2.5278, 1.7660, 3.3264)
C (-2.9529, 2.9649, 2.7865)
N (-4.2980, 3.4436, 3.0756)
O (-4.5895, 4.6063, 2.7637)
O (-5.0905, 2.6723, 3.6314)
C (-2.0687, 3.7282, 2.0460)
C (-0.7751, 3.3134, 1.8725)
O (1.6539, 3.4366, 0.8684)
H (6.2007, 3.6583, 0.4774)
H (5.9195, 3.4513, 2.2089)
H (5.9219, 2.0503, 1.1560)
H (3.7863, 4.2558, 1.2478)
H (3.8348, 3.0203, -0.0143)
H (2.5874, -0.5889, 4.8652)
H (2.9219, -1.6552, 3.4910)
H (4.9443, -1.4066, 5.1242)
H (5.3043, -0.9098, 3.4656)
H (4.9713, 0.3073, 4.6780)
H (-0.9186, 0.4446, 3.6322)
H (-3.2316, 1.1840, 3.8974)
H (-2.4208, 4.6577, 1.6330)
H (-0.0973, 3.9189, 1.2991)
O (-1.0773, 1.1249, -1.0159)
N (-1.5785, 0.0429, -0.6966)
C (-0.7000, -1.0402, -0.3186)
C (0.6511, -0.8408, -0.2291)
C (1.3843, -1.9514, 0.1433)
N (2.7206, -2.2521, 0.3173)
O (3.6340, -1.4096, 0.1218)
O (2.9243, -3.5291, 0.6984)
N (1.7228, -4.0755, 0.7417)
C (0.7753, -3.1697, 0.4197)
N (-0.5609, -3.3701, 0.3101)
C (-1.2372, -2.3153, -0.0526)
O (-2.7977, -0.1534, -0.6790)
H (1.1082, 0.1070, -0.4563)
H (-2.3021, -2.4489, -0.1732)

Output
Charge ... -1
LUMO ... 0.15 eV
Orbital gap ... 4.33 eV



Entry 4:
C2H12NO3 | ωB97M-V with the def2-TZVPD basis set

Atoms and positions in Å:
C (2.0695, -2.3127, -0.6939)
C (1.0594, -0.0985, -0.6515)
N (0.9081, -1.4605, -0.7041)
H (2.0517, -3.2064, -0.0712)
H (3.0087, -1.7837, -0.5237)
H (2.2463, -2.7201, -1.7072)
H (2.0000, 0.4018, -0.5664)
H (0.1334, 0.4364, -0.7579)
H (0.0898, -1.9255, -0.3812)
H (1.8848, 1.9486, 2.2289)
H (0.6456, 2.4377, 1.5731)
O (1.3458, 1.7831, 1.4436)
H (-3.4634, 0.0443, -1.4029)
H (-4.0508, -0.3941, -0.0217)
O (-3.2412, -0.3036, -0.5325)
H (-2.0239, 1.7909, 1.4637)
H (-1.8080, 1.6594, -0.0469)
O (-1.3419, 1.7887, 0.7836)

Output
LUMO (alpha / beta) ... 0.44 / 0.44 eV
Spin multiplicity ... 2
Orbital gap (alpha / beta) ... 5.52 / 9.68 eV



Entry 5:
C5H12O | ωB97M-V with the def2-TZVPD basis set

Atoms and positions in Å:
C (-0.3917, 0.7932, -0.4591)
C (-0.7177, -0.6617, -0.2110)
C (-2.0531, -1.0264, 0.3842)
C (0.4964, -0.9105, 0.6589)
C (1.4160, -0.0708, -0.1536)
O (1.9104, 2.2882, -0.0728)
H (-0.8021, 1.2171, -1.4031)
H (1.0662, 1.8357, -0.2731)
H (-0.7832, 1.4454, 0.3486)
H (-0.5592, -1.1794, -1.1656)
H (-2.1991, -0.5066, 1.3384)
H (-2.0781, -2.1046, 0.5732)
H (-2.8780, -0.7671, -0.2841)
H (0.3592, -0.3919, 1.6217)
H (0.8222, -1.9322, 0.8567)
H (1.6128, -0.3695, -1.1820)
H (2.3966, 0.1228, 0.3313)
H (2.3822, 2.2184, -0.9085)

Output
LUMO ... 0.86 eV
Orbital gap ... 10.11 eV



Entry 6:
C5H3N3O2 | ωB97M-V with the def2-TZVPD basis set

Atoms and positions in Å:
C (-0.9536, -1.8911, -0.2668)
C (-0.7978, 1.5320, 0.0747)
C (-1.0520, 0.5113, -0.7466)
C (-0.2179, -0.1266, 1.2640)
C (3.5410, -1.6022, -0.1569)
N (-1.1347, -3.0055, -0.5007)
N (-0.1025, 1.1730, 1.1842)
N (-0.6907, -0.6500, 0.0216)
O (4.4108, -2.3250, -0.3261)
O (2.7801, -0.7734, 0.0377)
H (-0.7347, 2.5657, -0.2304)
H (-1.7172, 0.4078, -1.5838)
H (0.3847, -0.6058, 1.9213)

Output
LUMO (alpha / beta) ... 0.40 / -3.22 eV
Spin multiplicity ... 3
Orbital gap (alpha / beta) ... 6.46 / 7.17 eV



| no. | F_max (eV/Å) |
| --- | --- |
| 1 | 3.66 |
| 2 | 4.29 |
| 3 | 5.74 |
| 4 | 1.86 |
| 5 | 1.56 |
| 6 | 8.35 |